[1]
Formula: C4H4O2Tm
Source: the Open Molecules 2025 dataset
Level of theory: wB97M-V/def2-TZVPD

Computed properties:
- orbital gap (alpha / beta) (eV) = 4.44 / 5.25
- total charge = +2
- relative energy (zero: lowest compared OMol25 entry of this formula, charge and spin) (kcal per mole) = 70.3
- calculated total energy (eV) = -37811.0266
- HOMO (alpha / beta) (eV) = -14.9 / -15.7
- 2S+1 = 4

CARTESIAN COORDINATES (ANGSTROEM)
1 O 2.385 -1.152 1.001
2 C 2.420 -0.797 -0.175
3 C 1.398 0.196 -0.359
4 H 3.261 -0.990 -0.863
5 H 1.728 1.225 -0.544
6 C -0.352 0.126 0.331
7 C -1.563 0.406 -0.263
8 O -2.687 -0.025 -0.273
9 Tm -5.219 0.287 -0.595
10 H -0.309 -0.634 1.115
11 H -1.063 1.358 0.625

***

[2]
Formula: C4H4O2Zn
Source: the Open Molecules 2025 dataset
Level of theory: wB97M-V/def2-TZVPD

Computed properties:
- orbital gap (alpha / beta) (eV) = 5.39 / 9.04
- total charge = +1
- relative energy (zero: lowest compared OMol25 entry of this formula, charge and spin) (kcal per mole) = 73.9
- calculated total energy (eV) = -56711.9023
- HOMO (alpha / beta) (eV) = -12.3 / -13.7
- 2S+1 = 2

CARTESIAN COORDINATES (ANGSTROEM)
1 H -1.239 0.854 0.829
2 O 0.545 0.691 -2.410
3 C 1.115 0.745 -1.112
4 C 0.430 -0.186 -0.203
5 C -0.542 -0.044 0.775
6 H 1.023 1.298 -2.983
7 H 1.029 1.765 -0.687
8 H 2.191 0.500 -1.152
9 C -1.320 -0.971 1.341
10 O -1.832 -1.749 2.077
11 Zn -1.400 -2.904 3.525

***

[3]
Formula: C4H4O3
Source: the Open Molecules 2025 dataset
Level of theory: wB97M-V/def2-TZVPD

Computed properties:
- orbital gap (eV) = 9.22
- total charge = 0
- relative energy (zero: lowest compared OMol25 entry of this formula, charge and spin) (kcal per mole) = 86.9
- calculated total energy (eV) = -10351.4435
- HOMO (eV) = -9.4
- 2S+1 = 1

CARTESIAN COORDINATES (ANGSTROEM)
1 C -0.176 -1.697 -0.610
2 C 0.486 -0.387 -0.936
3 O 1.224 -0.179 -1.874
4 C 0.128 0.772 -0.055
5 O 0.881 1.013 0.947
6 C -0.327 1.948 1.233
7 O -1.106 1.675 2.090
8 H 0.184 -2.057 0.361
9 H 0.059 -2.425 -1.389
10 H -1.261 -1.564 -0.530
11 H -0.090 2.900 0.761

***

[4]
Formula: C4H4O3
Source: the Open Molecules 2025 dataset
Level of theory: wB97M-V/def2-TZVPD

Computed properties:
- orbital gap (eV) = 7.81
- total charge = 0
- relative energy (zero: lowest compared OMol25 entry of this formula, charge and spin) (kcal per mole) = 77.1
- calculated total energy (eV) = -10351.8693
- SMILES string = O=C=CC=C(O)O
- HOMO (eV) = -7.5
- 2S+1 = 1

CARTESIAN COORDINATES (ANGSTROEM)
1 O 2.777 -0.108 -2.802
2 C 2.038 0.008 -1.942
3 C 1.227 -0.118 -0.872
4 C -0.078 0.441 -0.128
5 C -0.844 0.059 1.070
6 O -0.607 -1.055 1.677
7 O -2.040 0.688 1.394
8 H 1.723 -0.837 -0.343
9 H -0.380 1.359 -0.623
10 H -1.454 -1.537 1.993
11 H -2.363 1.100 0.577

***

[5]
Formula: C4H4O3
Source: the Open Molecules 2025 dataset
Level of theory: wB97M-V/def2-TZVPD

Computed properties:
- orbital gap (eV) = 8.24
- total charge = 0
- relative energy (zero: lowest compared OMol25 entry of this formula, charge and spin) (kcal per mole) = 110.8
- calculated total energy (eV) = -10350.4066
- HOMO (eV) = -9.1
- 2S+1 = 1

CARTESIAN COORDINATES (ANGSTROEM)
1 C -1.871 0.053 0.198
2 C -0.516 -0.387 -0.272
3 O -0.304 -1.233 -1.114
4 C 0.697 0.305 0.354
5 O 0.604 1.164 1.204
6 C 2.029 -0.242 -0.054
7 O 2.787 0.406 -0.882
8 H -1.929 -0.020 1.288
9 H -2.643 -0.561 -0.269
10 H -2.027 1.108 -0.055
11 H 3.174 -0.592 -0.397

***

[6]
Formula: C4H4O3
Source: the Open Molecules 2025 dataset
Level of theory: wB97M-V/def2-TZVPD

Computed properties:
- orbital gap (eV) = 10.78
- total charge = 0
- relative energy (zero: lowest compared OMol25 entry of this formula, charge and spin) (kcal per mole) = 72.0
- calculated total energy (eV) = -10352.0889
- HOMO (eV) = -10.1
- 2S+1 = 1

CARTESIAN COORDINATES (ANGSTROEM)
1 O -1.107 0.455 -3.089
2 C -0.703 -0.113 -2.194
3 O 0.345 1.806 -0.819
4 C 0.944 0.903 -0.284
5 C 0.345 0.000 0.725
6 C -0.695 -0.980 1.022
7 O 0.704 -1.308 1.069
8 H 0.561 0.778 1.497
9 H 2.051 0.853 -0.233
10 H -1.283 -1.562 0.312
11 H -1.164 -0.831 1.995

***

- Which of these has the lowest calculated total energy?
  C4H4O2Zn